Molecular formula: C33H29AsN6O3PdS2
Method: DFT, ωB97M-V with the def2-TZVPD basis set

```
75
Properties=species:S:1:pos:R:3:forces:R:3
Pd -1.450683 0.027728 0.357140 -0.3 -0.2 -0.2
N -8.321163 -0.085243 -0.045887 0.0 0.0 0.0
C -7.049567 0.443727 0.118240 0.0 0.0 0.0
C -6.082735 -0.251228 0.848466 0.0 0.0 0.0
C -4.830275 0.297052 1.053691 0.0 0.0 0.0
C -4.532637 1.546533 0.531245 -0.1 0.0 0.0
C -5.487226 2.255318 -0.186353 0.0 0.0 0.0
C -6.736772 1.706998 -0.393812 0.0 0.0 0.0
S -2.937258 2.248823 0.737640 0.0 0.1 -0.2
O -2.281871 1.491868 1.819943 0.1 0.0 0.0
O -3.065714 3.659126 0.897971 0.0 0.0 0.0
N -2.150370 1.715713 -0.584379 0.2 0.1 0.4
C -1.356369 2.474628 -1.414010 -0.3 0.0 -0.2
N -0.420746 1.784564 -2.084939 0.1 0.0 0.0
C 0.337048 2.481682 -2.922022 0.0 -0.1 0.0
C 0.186532 3.839748 -3.127147 0.0 0.1 0.0
C -0.842273 4.439316 -2.416333 0.0 0.0 0.0
N -1.620753 3.776071 -1.576840 0.0 0.0 0.0
H -8.401026 -1.083197 0.054753 0.0 0.0 0.0
H -8.857212 0.278981 -0.815517 0.0 0.0 0.0
H -6.320489 -1.223485 1.263121 0.0 0.0 0.0
H -4.083663 -0.242611 1.621099 0.0 0.0 0.0
H -5.246939 3.238064 -0.571864 0.0 0.0 0.0
H -7.486525 2.261383 -0.945561 0.0 0.0 0.0
H 1.105729 1.922515 -3.448513 0.0 0.0 0.0
H 0.818360 4.390775 -3.807244 0.0 0.0 0.0
H -1.056461 5.497634 -2.527689 0.0 0.0 0.0
O 0.703065 0.994336 1.138551 0.1 0.1 0.0
As 2.125365 0.182846 1.300826 0.0 0.1 0.0
C 3.551147 1.473101 1.224010 0.0 0.0 0.0
C 3.213324 2.769525 0.859464 0.0 0.0 0.0
C 4.209961 3.730883 0.750999 0.0 0.0 0.0
C 5.531285 3.394291 1.005245 0.0 0.0 0.0
C 5.865670 2.096452 1.373527 0.0 0.0 0.0
C 4.874282 1.133701 1.484102 0.0 0.0 0.0
C 2.442973 -1.044104 -0.142265 0.0 0.0 0.0
C 3.366974 -2.079560 -0.058345 0.0 0.0 0.0
C 3.585521 -2.895811 -1.159005 0.0 0.0 0.0
C 2.890940 -2.668343 -2.339199 0.0 0.0 0.0
C 1.977428 -1.626262 -2.422251 0.0 0.0 0.0
C 1.747707 -0.810501 -1.322848 0.0 0.0 0.0
C 2.394635 -0.757383 2.955362 0.0 0.0 0.0
C 2.819471 -0.023312 4.059327 0.0 0.0 0.0
C 2.984857 -0.651170 5.283785 0.0 0.0 0.0
C 2.728916 -2.010459 5.405748 0.0 0.0 0.0
C 2.300045 -2.741123 4.307035 0.0 0.0 0.0
C 2.128260 -2.115882 3.080079 0.0 0.0 0.0
H 2.172847 3.009555 0.673823 0.0 0.0 0.0
H 3.952467 4.744102 0.470509 0.0 0.0 0.0
H 6.305901 4.145790 0.920945 0.0 0.0 0.0
H 6.896720 1.837496 1.576733 0.0 0.0 0.0
H 5.135327 0.123608 1.780289 0.0 0.0 0.0
H 3.908297 -2.263961 0.862422 0.0 0.0 0.0
H 4.295881 -3.709831 -1.094477 0.0 0.0 0.0
H 3.065267 -3.304891 -3.197754 0.0 0.0 0.0
H 1.440091 -1.447532 -3.345459 0.0 0.0 0.0
H 1.033027 0.004357 -1.374908 0.0 0.0 0.0
H 3.020867 1.037254 3.964933 0.0 0.0 0.0
H 3.311223 -0.079923 6.142947 0.0 0.0 0.0
H 2.858435 -2.500062 6.362381 0.0 0.0 0.0
H 2.089505 -3.798072 4.404933 0.0 0.0 0.0
H 1.765990 -2.681255 2.230537 0.0 0.0 0.0
C -0.762228 -4.915667 -3.111508 0.0 0.0 0.0
C -1.010775 -3.606433 -2.429373 0.0 0.0 0.0
C -1.392188 -2.471839 -3.148118 0.0 0.0 0.0
C -1.583670 -1.300616 -2.443164 0.0 0.0 0.0
N -1.429687 -1.299285 -1.127742 0.1 -0.1 0.0
C -1.076635 -2.436799 -0.492894 0.1 -0.1 -0.1
S -0.935720 -2.111765 1.193268 0.0 0.1 0.1
N -0.854426 -3.590740 -1.106006 0.0 0.1 0.0
H -1.585191 -5.599829 -2.897076 0.0 0.0 0.0
H 0.146653 -5.366184 -2.715551 0.0 0.0 0.0
H -0.677869 -4.801023 -4.190674 0.0 0.0 0.0
H -1.516795 -2.501151 -4.220495 0.0 0.0 0.0
H -1.844087 -0.359015 -2.907873 0.0 0.0 0.0
```
Forces are in eV/Å.

Computed properties:
HOMO-LUMO gap (hartree): 0.3044
Highest occupied orbital energy (eV): -7.99
Relative energy (zero: lowest compared OMol25 entry of this formula, charge and spin) (kJ/mol): 23.6
M (g/mol): 803.11
Total charge: 0